ORCA calculation (the ωB97M-V functional and the def2-TZVPD basis) on one molecule with the formula C2H3N3O2 in a non-equilibrium geometry.

The value obtained for the molar mass is 101.065 g mol⁻¹. The SMILES is O=C1NN1/C=N/O. The calculation puts the energy at -392.56069 a.u. The value obtained for the relative energy (zero: lowest compared OMol25 entry of this formula, charge and spin) is 146.1 kcal per mole. Its orbital gap is 0.3502 Ha.

Positions of all 10 atoms, in Å:
C1 0.026 -0.293 -0.207
C2 -2.425 -0.258 -0.023
N1 -1.208 0.247 -0.076
N2 -2.437 1.141 -0.313
N3 1.202 0.171 0.060
O1 -2.998 -1.302 0.009
O2 2.258 -0.734 -0.284
H1 0.037 -1.438 -0.434
H2 -2.733 1.784 0.365
H3 3.034 -0.324 -0.639

For each atom in turn, the Mulliken charge in e is: 0.08, 0.63, 0.06, -0.42, -0.37, -0.48, -0.37, 0.29, 0.26, 0.32